Entry 1:
DFT (ωB97M-V/def2-TZVPD) results for a single C5H12O2 molecule.

Geometry as ORCA input:
```
! wB97M-V def2-TZVPD RIJCOSX def2/J DEFGRID3
* xyz 0 1
O 0.324 0.798 1.363
O -2.569 0.104 0.836
C 1.527 -0.133 -0.480
C -0.883 0.636 -0.731
C 0.168 0.005 0.197
C -2.263 0.036 -0.550
C 2.631 -0.565 0.479
H -0.168 -1.005 0.491
H 2.381 -1.512 0.973
H -2.999 0.597 -1.144
H 2.763 0.190 1.258
H 3.585 -0.700 -0.043
H -0.586 0.551 -1.783
H -2.270 -1.008 -0.902
H -0.547 0.821 1.786
H 1.418 -0.866 -1.291
H -3.361 -0.419 1.004
H -0.925 1.702 -0.477
H 1.790 0.822 -0.952
*
```

Entry 2:
DFT (ωB97M-V/def2-TZVPD) results for a single C5H12O2 molecule.

Geometry as ORCA input:
```
! wB97M-V def2-TZVPD RIJCOSX def2/J DEFGRID3
* xyz 0 1
O 0.606 1.258 0.626
O 1.646 -0.515 -1.006
C -0.380 -0.909 1.149
C -0.873 -0.444 2.516
C 0.109 0.870 -2.280
C 0.265 -0.211 -1.221
C -0.260 0.245 0.150
H -1.890 -0.036 2.454
H 0.528 1.810 -1.905
H -0.259 -1.127 -1.532
H -0.889 -1.268 3.237
H -0.944 1.037 -2.531
H -1.247 0.708 0.016
H 0.627 0.585 -3.204
H -0.222 0.344 2.905
H 2.155 -0.207 -1.766
H -1.063 -1.665 0.737
H 0.603 -1.390 1.245
H 1.488 0.914 0.411
*
```

Entry 3:
DFT (ωB97M-V/def2-TZVPD) results for a 2-piece molecular cluster, C5H12O2 overall at a distorted geometry.

Geometry as ORCA input:
```
! wB97M-V def2-TZVPD RIJCOSX def2/J DEFGRID3
* xyz 0 1
O -4.728 0.255 0.182
O -1.093 -2.157 0.981
C 0.832 0.284 -0.402
C 1.742 -0.892 -0.816
C -0.015 -1.471 1.132
C 1.487 1.733 -0.257
C -0.094 0.017 0.842
H 1.028 -1.867 1.555
H -1.100 0.228 0.456
H 0.639 2.415 -0.312
H 2.081 1.876 -1.103
H 0.036 0.761 1.643
H 0.161 0.353 -1.209
H 2.353 -1.156 0.141
H -3.881 -0.044 0.308
H 2.233 -0.711 -1.764
H -4.880 0.430 -0.761
H 1.208 -1.737 -1.303
H 1.991 1.685 0.689
*
```

Entry 4:
DFT (ωB97M-V/def2-TZVPD) results for a 2-piece molecular cluster, C5H12O2 overall at a distorted geometry.

Geometry as ORCA input:
```
! wB97M-V def2-TZVPD RIJCOSX def2/J DEFGRID3
* xyz 0 1
O -1.347 -2.138 -2.566
O 1.353 2.967 0.399
C 0.768 -2.025 0.936
C -0.560 -1.329 1.241
C -0.687 0.076 0.633
C 0.214 2.245 -0.190
C 0.350 0.823 0.255
H 1.258 0.353 -0.103
H -0.523 -1.067 2.294
H 1.566 -1.288 0.987
H -0.627 2.739 0.314
H 0.004 2.362 -1.255
H 0.810 -2.359 -0.102
H 1.438 3.746 -0.164
H -1.415 -1.903 0.892
H -1.142 -1.193 -2.629
H -0.743 -2.569 -3.176
H -1.585 0.602 0.926
H 1.036 -2.763 1.685
*
```

Entry 5:
DFT (ωB97M-V/def2-TZVPD) results for a single C5H12O2 molecule.

Geometry as ORCA input:
```
! wB97M-V def2-TZVPD RIJCOSX def2/J DEFGRID3
* xyz 0 1
O 1.481 0.319 1.094
O 1.944 -0.739 -1.245
C 0.586 -0.835 -0.806
C -0.986 1.324 2.035
C -0.900 0.262 0.942
C -0.357 -0.780 -1.998
C 0.412 0.326 0.171
H -1.408 -0.830 -1.696
H 2.259 0.110 0.557
H -1.892 1.196 2.637
H -0.987 -0.737 1.391
H 2.198 -1.556 -1.690
H -0.118 1.251 2.696
H 0.438 -1.780 -0.255
H -0.199 0.136 -2.579
H -1.733 0.375 0.234
H -0.181 -1.628 -2.667
H 0.449 1.252 -0.428
H -1.006 2.333 1.607
*
```

Entry 6:
DFT (ωB97M-V/def2-TZVPD) results for C5H12O2 as an isolated structure.

Geometry as ORCA input:
```
! wB97M-V def2-TZVPD RIJCOSX def2/J DEFGRID3
* xyz 0 1
O -0.988 0.143 0.948
O 2.923 -0.091 -0.599
C 1.675 -0.399 0.031
C -2.758 -1.319 0.349
C 1.147 1.022 -0.321
C -1.902 -0.149 -0.088
C 2.637 1.309 -0.433
H 2.989 1.646 0.556
H -3.182 -1.080 1.329
H 0.593 1.672 0.361
H -1.395 -0.353 -1.049
H 3.022 1.944 -1.234
H -3.557 -1.539 -0.363
H 1.829 -0.610 1.107
H 1.227 -1.312 -0.398
H 0.606 1.016 -1.274
H -2.127 -2.208 0.469
H -2.495 0.759 -0.232
H -0.243 -0.452 0.841
*
```

Entry 7:
DFT (ωB97M-V/def2-TZVPD) results for a 2-piece molecular cluster, C5H12O2 overall.

Geometry as ORCA input:
```
! wB97M-V def2-TZVPD RIJCOSX def2/J DEFGRID3
* xyz 0 1
O -0.134 -1.716 -0.826
O -1.925 0.229 0.788
C -1.178 1.109 0.034
C -0.899 -1.389 -1.966
C 0.116 1.287 0.269
C 2.176 0.008 1.056
C 0.864 0.700 1.434
H 1.080 1.518 2.134
H -0.300 -0.813 -2.682
H -0.584 -1.344 -0.057
H -1.780 -0.787 -1.711
H -1.699 1.591 -0.791
H -1.249 -2.303 -2.461
H 0.215 0.003 1.976
H 1.989 -0.908 0.487
H 2.745 -0.246 1.958
H 0.665 1.922 -0.422
H 2.805 0.663 0.442
H -2.854 0.303 0.546
*
```

Entry 8:
DFT (ωB97M-V/def2-TZVPD) results for a 2-piece molecular cluster, C5H12O2 overall at a distorted geometry.

Geometry as ORCA input:
```
! wB97M-V def2-TZVPD RIJCOSX def2/J DEFGRID3
* xyz 0 1
O -2.004 1.880 0.264
O 1.323 -3.738 -1.571
C 0.979 0.593 0.269
C 0.019 -1.018 1.980
C 0.110 1.253 -0.846
C -1.443 1.104 -0.777
C 0.275 0.204 1.540
H -1.748 1.491 -1.754
H -1.699 0.052 -0.672
H 1.765 1.298 0.551
H -0.193 1.044 2.031
H 1.653 -3.705 -0.661
H -2.513 2.588 -0.105
H -0.475 -1.204 2.921
H 1.507 -0.283 -0.118
H 0.458 0.877 -1.807
H 1.412 -2.852 -1.897
H 0.250 2.336 -0.809
H 0.324 -1.921 1.462
*
```

Entry 9:
DFT (ωB97M-V/def2-TZVPD) results for a 2-piece molecular cluster, C5H12O2 overall.

Geometry as ORCA input:
```
! wB97M-V def2-TZVPD RIJCOSX def2/J DEFGRID3
* xyz 0 1
O 0.848 0.562 -1.054
O 0.568 1.609 1.548
C -1.380 -0.170 -0.384
C 0.685 -0.718 1.006
C -1.945 -0.072 -1.797
C 0.516 0.457 1.925
C 0.125 -0.465 -0.400
H 0.794 1.339 -0.472
H -1.820 -1.022 -2.330
H 0.299 -1.382 -0.979
H 0.348 0.223 2.997
H -1.895 -0.956 0.186
H -1.410 0.698 -2.359
H -1.548 0.778 0.147
H 3.662 0.707 0.885
H 3.077 0.902 0.469
H 0.253 -1.617 1.458
H 1.766 -0.889 0.931
H -3.012 0.175 -1.795
*
```

Entry 10:
DFT (ωB97M-V/def2-TZVPD) results for a 2-piece molecular cluster, C5H12O2 overall at a distorted geometry.

Geometry as ORCA input:
```
! wB97M-V def2-TZVPD RIJCOSX def2/J DEFGRID3
* xyz 0 1
O -3.593 4.516 0.600
O 0.767 -2.498 -0.064
C 0.434 -0.413 -1.374
C -0.063 -0.484 1.012
C 1.279 -1.636 -1.098
C 0.752 -1.779 1.150
C 0.400 0.470 -0.133
H 2.266 -1.210 -0.834
H 1.812 -1.641 1.439
H -1.124 -0.743 0.832
H 1.438 0.728 0.150
H -3.123 4.945 -0.150
H -0.138 1.416 -0.338
H 0.291 -2.471 1.882
H 1.427 -2.323 -1.954
H -3.118 3.665 0.735
H 0.887 0.159 -2.207
H 0.007 -0.032 2.020
H -0.602 -0.668 -1.666
*
```

Entry 11:
DFT (ωB97M-V/def2-TZVPD) results for a 2-piece molecular cluster, C5H12O2 overall at a distorted geometry.

Geometry as ORCA input:
```
! wB97M-V def2-TZVPD RIJCOSX def2/J DEFGRID3
* xyz 0 1
O -1.886 0.198 1.114
O -0.170 1.436 0.102
C 0.558 -1.829 -0.172
C 1.998 -1.505 -0.460
C 0.599 1.418 1.299
C -2.259 1.222 -1.024
C -1.414 0.693 0.101
H 0.150 0.798 2.082
H 2.622 -2.393 -0.309
H 1.606 1.067 1.049
H 0.225 -2.708 -0.731
H 2.355 -0.714 0.206
H 2.135 -1.185 -1.499
H -1.656 1.334 -1.928
H -0.211 -0.964 -0.421
H 0.709 2.444 1.663
H -3.076 0.523 -1.220
H 0.390 -2.024 0.889
H -2.677 2.190 -0.739
*
```

Entry 12:
DFT (ωB97M-V/def2-TZVPD) results for a 2-piece molecular cluster, C5H12O2 overall.

Geometry as ORCA input:
```
! wB97M-V def2-TZVPD RIJCOSX def2/J DEFGRID3
* xyz 0 1
O -0.208 -0.620 1.335
O -2.079 2.056 0.611
C 0.217 -0.705 -0.014
C 2.666 -0.425 0.532
C -0.910 -0.405 -0.984
C 1.482 0.123 -0.262
C -2.193 -0.544 -0.655
H -0.575 0.267 1.481
H 3.566 0.182 0.394
H 0.483 -1.762 -0.155
H -1.694 1.519 -0.099
H -0.630 -0.076 -1.986
H -2.999 -0.330 -1.353
H -2.468 -0.854 0.351
H 1.288 1.171 0.013
H 1.715 0.120 -1.335
H 2.900 -1.448 0.215
H 2.425 -0.456 1.599
H -2.985 2.187 0.312
*
```

Ordered energy above the lowest of the compared OMol25 structures with the same formula, charge and spin results: 70.0, 53.3, 255.4, 201.7, 50.1, 257.9, 168.6, 178.0, 166.3, 114.1, 120.3, 125.7; unit kJ/mol.
Ordered calculated total energy results: -9474.41021, -9474.58333, -9472.48833, -9473.04556, -9474.61594, -9472.46256, -9473.38834, -9473.29082, -9473.41261, -9473.95324, -9473.88869, -9473.83337; unit eV.